1.
{"formula": "CH2OS2", "method": "the ωB97M-V functional and the def2-TZVPD basis", "elements": ["C", "O", "S", "S", "H", "H"], "coordinates": [[-0.30, -0.53, -0.10], [-0.30, 2.53, 0.58], [1.26, -1.27, 0.40], [1.10, 0.38, -0.74], [-0.89, -1.08, -0.82], [-0.86, -0.02, 0.68]], "mulliken_charge": [-0.39, -0.16, -0.06, -0.02, 0.31, 0.32], "gap_ev": [6.83, 6.13], "homo_ev": [-8.75, -8.64], "lumo_ev": [-1.91, -2.50]}

2.
{"formula": "C4H2Cl2O2", "method": "the ωB97M-V functional and the def2-TZVPD basis", "elements": ["C", "C", "C", "C", "H", "H", "O", "O", "Cl", "Cl"], "coordinates": [[0.71, 0.00, 0.00], [1.49, -1.29, 0.00], [-0.64, 0.05, 0.01], [-1.50, 1.28, 0.00], [0.86, -2.21, 0.00], [-2.60, 1.07, -0.01], [2.69, -1.31, 0.00], [-1.09, 2.41, -0.01], [1.68, 1.40, 0.00], [-1.59, -1.41, 0.00]], "mulliken_charge": [0.44, -0.05, 0.28, -0.11, 0.28, 0.32, -0.43, -0.43, -0.09, -0.21], "gap_ev": 8.71, "smiles": "O=C/C(Cl)=C(\\Cl)C=O", "homo_ev": -10.18, "lumo_ev": -1.47}

3.
{"formula": "C23H22Br4Ge2KO3S2", "method": "the ωB97M-V functional and the def2-TZVPD basis", "elements": ["K", "Br", "C", "C", "Br", "C", "Br", "C", "O", "C", "O", "C", "Br", "C", "Ge", "C", "C", "Ge", "C", "C", "C", "C", "C", "C", "C", "C", "C", "C", "C", "C", "H", "H", "H", "H", "H", "H", "H", "H", "H", "H", "H", "H", "H", "H", "H", "H", "H", "H", "H", "C", "O", "C", "S", "S", "H", "H", "H"], "coordinates": [[2.09, -0.24, -0.31], [4.43, 6.63, -1.62], [4.39, 4.78, -1.18], [5.55, 4.09, -0.91], [7.23, 4.99, -0.96], [5.49, 2.73, -0.59], [7.07, 1.73, -0.24], [4.29, 1.99, -0.51], [4.25, 0.75, -0.26], [3.03, 2.74, -0.76], [1.91, 2.13, -0.68], [3.16, 4.08, -1.11], [1.53, 4.97, -1.54], [-4.32, -1.47, 1.34], [-2.34, -1.85, 1.40], [-1.73, -1.88, 3.26], [-2.07, -3.58, 0.56], [-1.25, 0.02, 0.26], [-1.48, 1.76, 1.16], [-0.68, 2.87, 0.90], [-0.92, 4.07, 1.55], [-1.94, 4.19, 2.47], [-2.73, 3.09, 2.77], [-2.50, 1.89, 2.11], [-1.47, 0.21, -1.66], [-2.20, -0.72, -2.40], [-2.36, -0.58, -3.77], [-1.78, 0.50, -4.43], [-1.03, 1.43, -3.71], [-0.88, 1.28, -2.34], [-4.87, -2.28, 1.84], [-4.65, -1.44, 0.31], [-4.59, -0.54, 1.82], [-2.19, -2.72, 3.78], [-1.98, -0.96, 3.78], [-0.65, -2.02, 3.30], [-2.60, -4.35, 1.14], [-1.02, -3.85, 0.50], [-2.46, -3.61, -0.46], [0.18, 2.78, 0.23], [-0.27, 4.92, 1.33], [-2.12, 5.14, 2.97], [-3.53, 3.16, 3.50], [-3.12, 1.03, 2.36], [-2.63, -1.58, -1.91], [-2.92, -1.31, -4.33], [-1.90, 0.62, -5.50], [-0.56, 2.26, -4.21], [-0.26, 1.99, -1.79], [3.02, -7.09, 0.64], [2.94, -5.68, 0.52], [1.81, -5.13, -0.02], [0.56, -6.13, -0.50], [1.90, -3.46, -0.15], [4.01, -7.28, 1.06], [2.91, -7.57, -0.33], [2.24, -7.47, 1.30]], "lowdin_spin": [0.06, 0.00, 0.00, 0.00, 0.00, 0.00, 0.00, 0.00, 0.00, 0.00, 0.01, 0.00, 0.00, 0.04, 0.08, 0.00, 0.00, 0.49, 0.08, 0.02, 0.00, 0.02, 0.00, 0.03, 0.08, 0.03, 0.00, 0.03, 0.00, 0.03, 0.01, 0.00, 0.00, 0.00, 0.00, 0.00, 0.00, 0.00, 0.00, 0.00, 0.00, 0.00, 0.00, 0.00, 0.00, 0.00, 0.00, 0.00, 0.00, 0.00, 0.00, 0.00, 0.00, 0.01, 0.00, 0.00, 0.00], "gap_ev": [5.29, 4.56], "charge": -2, "multiplicity": 2, "homo_ev": [-1.21, -1.21], "lumo_ev": [4.08, 3.35]}

4.
{"formula": "C17H58O17", "method": "the ωB97M-V functional and the def2-TZVPD basis", "elements": ["C", "C", "O", "O", "H", "H", "H", "H", "H", "H", "C", "C", "O", "O", "H", "H", "H", "H", "H", "H", "C", "C", "O", "O", "H", "H", "H", "H", "H", "H", "C", "C", "O", "O", "H", "H", "H", "H", "H", "H", "C", "C", "O", "O", "H", "H", "H", "H", "H", "H", "C", "O", "H", "H", "H", "H", "C", "O", "H", "H", "H", "H", "C", "O", "H", "H", "H", "H", "C", "O", "H", "H", "H", "H", "C", "O", "H", "H", "H", "H", "C", "O", "H", "H", "H", "H", "C", "O", "H", "H", "H", "H"], "coordinates": [[-7.17, -11.50, -6.73], [-8.33, -10.66, -7.29], [-8.37, -10.61, -8.71], [-7.00, -11.32, -5.34], [-6.24, -11.15, -7.19], [-7.28, -12.56, -6.95], [-8.16, -9.64, -6.94], [-9.28, -11.04, -6.92], [-9.08, -10.06, -9.06], [-7.80, -11.51, -4.83], [-4.87, -16.51, -12.63], [-6.35, -16.89, -12.96], [-7.17, -16.86, -11.78], [-4.22, -17.62, -11.92], [-4.86, -15.60, -12.03], [-4.32, -16.23, -13.52], [-6.46, -17.79, -13.57], [-6.71, -16.15, -13.67], [-7.99, -17.22, -12.12], [-4.22, -18.26, -12.64], [-9.24, -20.72, -6.37], [-9.19, -19.57, -7.39], [-10.05, -19.85, -8.50], [-8.90, -21.98, -6.91], [-10.24, -20.79, -5.92], [-8.64, -20.49, -5.49], [-8.17, -19.31, -7.66], [-9.43, -18.63, -6.89], [-10.91, -20.00, -8.10], [-7.97, -21.94, -7.15], [-3.10, -12.30, -9.46], [-2.06, -13.44, -9.44], [-2.18, -14.34, -10.51], [-4.28, -12.68, -8.85], [-3.29, -12.04, -10.50], [-2.81, -11.39, -8.93], [-2.24, -14.09, -8.58], [-1.03, -13.15, -9.25], [-1.78, -15.17, -10.26], [-5.03, -12.37, -9.36], [-6.03, -17.17, -8.80], [-5.17, -15.91, -8.74], [-5.89, -14.84, -8.22], [-5.29, -18.19, -9.49], [-6.94, -16.98, -9.38], [-6.39, -17.50, -7.83], [-4.88, -15.53, -9.72], [-4.29, -15.96, -8.10], [-5.32, -14.12, -8.49], [-5.15, -17.92, -10.40], [-6.94, -12.80, -11.32], [-6.58, -11.91, -10.31], [-6.33, -13.71, -11.24], [-7.98, -13.08, -11.15], [-6.85, -12.40, -12.33], [-7.31, -11.43, -9.91], [-6.92, -20.85, -10.44], [-8.03, -21.56, -9.93], [-7.23, -19.91, -10.88], [-6.16, -20.64, -9.69], [-6.38, -21.43, -11.19], [-8.50, -20.95, -9.37], [-2.92, -17.68, -5.97], [-1.94, -18.17, -6.86], [-3.07, -18.41, -5.17], [-2.54, -16.85, -5.38], [-3.92, -17.37, -6.28], [-2.31, -18.84, -7.44], [-6.48, -18.39, -4.43], [-5.91, -17.54, -3.48], [-6.95, -19.28, -4.02], [-7.35, -17.88, -4.85], [-5.82, -18.66, -5.25], [-5.19, -17.99, -3.02], [-4.88, -14.06, -5.23], [-4.42, -13.40, -4.13], [-5.88, -14.48, -5.15], [-4.95, -13.32, -6.03], [-4.20, -14.85, -5.56], [-4.42, -12.46, -4.33], [-3.23, -21.04, -9.15], [-3.16, -19.64, -8.78], [-2.27, -21.55, -9.09], [-3.89, -21.55, -8.44], [-3.62, -21.24, -10.15], [-3.90, -19.18, -9.18], [-8.56, -15.48, -6.33], [-8.82, -15.61, -7.73], [-9.16, -16.16, -5.73], [-7.52, -15.69, -6.12], [-8.73, -14.46, -5.98], [-8.09, -15.20, -8.20]], "mulliken_charge": [0.46, -0.56, -0.50, -0.56, 0.20, -0.24, 0.33, 0.33, 0.27, 0.31, -0.34, -0.51, -0.37, -0.48, -0.11, 0.44, 0.44, 0.39, 0.22, 0.30, -0.32, 0.20, -0.53, -0.49, 0.40, 0.11, -0.17, 0.23, 0.36, 0.30, -0.50, -0.41, -0.54, -0.45, 0.32, 0.35, 0.14, 0.43, 0.32, 0.14, -0.45, 0.50, 0.35, -0.03, 0.16, 0.04, -0.19, -0.28, -0.04, 0.04, -0.55, -0.63, 0.07, 0.32, 0.30, 0.36, -0.28, -0.56, 0.17, 0.05, 0.34, 0.24, -0.35, -0.54, 0.37, 0.32, -0.15, 0.43, -0.27, -0.52, 0.43, -0.05, 0.11, 0.30, 0.38, -0.59, 0.00, -0.16, 0.00, 0.38, -0.78, -0.50, 0.29, 0.31, 0.26, 0.54, -0.11, -0.62, 0.42, -0.20, 0.20, 0.25], "gap_ev": 9.68, "smiles": "OCCO.OCCO.OCCO.OCCO.OCCO.CO.CO.CO.CO.CO.CO.CO", "homo_ev": -9.40, "lumo_ev": 0.28}

5.
{"formula": "C7H9N3", "method": "the ωB97M-V functional and the def2-TZVPD basis", "elements": ["C", "C", "C", "C", "C", "C", "C", "H", "H", "H", "H", "H", "H", "H", "H", "H", "N", "N", "N"], "coordinates": [[-2.11, -0.11, -0.08], [-0.66, 0.20, -0.11], [-0.21, 1.49, 0.23], [1.10, 1.89, 0.10], [2.06, 0.79, 0.02], [1.60, -0.50, -0.17], [0.36, -0.77, -0.23], [-1.92, -1.66, 1.27], [-3.57, -1.55, 0.53], [-2.67, 1.55, -1.07], [-0.93, 2.28, 0.38], [1.04, 2.86, 0.24], [3.34, 0.94, -0.25], [3.30, -1.08, 0.04], [2.06, -2.25, 0.08], [0.00, -1.81, -0.34], [-2.38, -1.35, 0.29], [-3.04, 0.51, -0.62], [2.63, -1.45, -0.31]], "mulliken_charge": [0.26, 0.09, -0.52, -0.76, -0.61, 1.61, -0.73, 0.31, 0.33, 0.28, 0.39, 0.48, 0.09, 0.14, 0.26, 0.32, -0.61, -0.72, -0.62], "gap_ev": 9.17, "smiles": "[H]/N=C(/N)c1cccc(N)c1", "homo_ev": -8.58, "lumo_ev": 0.59}

Computed strongest force on any atom, in the same sequence as the records: 1.33, 0.98, 1.14, 2.22, 15.34 eV/Å.
Computed DFT total energy, in the same sequence as the records: -910.70114, -1224.43756, -16961.64231, -1961.33746, -436.23297 Eh.
Computed ΔE to the lowest compared entry with this formula, charge and spin, in the same sequence as the records: 5.835, 0.991, 0.246, 0.665, 4.987 eV.